Computed, not measured: an isolated molecule of C5H10O2, with ωB97M-V with the def2-TZVPD basis set.

ORCA input file:
```
! RIJCOSX wB97M-V def2-TZVPD def2/J DEFGRID3
* xyz 0 1
C 2.25254 -0.47884 0.79227
O 0.86419 -0.28582 0.62027
C 0.48579 -0.10822 -0.74031
C -0.97324 0.35078 -0.82810
C -2.03953 -0.51441 -0.12005
C -1.29520 1.71833 -0.20575
O -0.69160 1.85901 0.94786
H 2.58985 -1.38469 0.27057
H 2.43230 -0.59268 1.86292
H 2.82904 0.37932 0.41714
H 1.12369 0.67065 -1.19381
H 0.67082 -1.04170 -1.29653
H -1.21456 0.40728 -1.89581
H -2.45763 -1.30298 -0.75257
H -1.64528 -0.95091 0.80369
H -2.86741 0.15072 0.15649
H -0.06376 1.12416 1.16171
*
```

Calculated values
Kohn-Sham gap = 0.3242 hartree
relative energy (zero: lowest compared OMol25 entry of this formula, charge and spin) = 392.94 kJ/mol
maximum force = 0.0083 Eh/bohr
E_HOMO = -8.04 eV

List of natural (NBO) charges in e, atom by atom: C -0.2472; O -0.5695; C -0.0711; C -0.4087; C -0.6164; C 0.2944; O -0.6653; H 0.1753; H 0.2002; H 0.1735; H 0.1749; H 0.1812; H 0.2223; H 0.2194; H 0.2181; H 0.2297; H 0.4890

Computed, not measured: a cluster of 2 separate species, C3HBrF2 in total, with ωB97M-V with the def2-TZVPD basis set.

ORCA input file:
```
! RIJCOSX wB97M-V def2-TZVPD def2/J DEFGRID3
* xyz 0 1
C 0.83820 -0.06103 -0.17849
C 1.87485 0.52362 -0.27758
C -1.19067 -0.45335 0.14525
F 3.07945 1.03060 -0.26450
F -1.35784 -0.70978 1.39163
Br -2.05888 1.11950 -0.49080
H -1.18510 -1.44957 -0.32551
*
```

Calculated values
Kohn-Sham gap = 0.3668 hartree
relative energy (zero: lowest compared OMol25 entry of this formula, charge and spin) = 329.59 kJ/mol
maximum force = 0.0944 Eh/bohr
E_HOMO = -10.07 eV

List of natural (NBO) charges in e, atom by atom: C -0.3022; C 0.3079; C 0.2319; F -0.2733; F -0.3014; Br 0.1246; H 0.2124

Computed, not measured: a cluster of 2 separate species, CH6BN in total, with ωB97M-V with the def2-TZVPD basis set.

ORCA input file:
```
! RIJCOSX wB97M-V def2-TZVPD def2/J DEFGRID3
* xyz 0 1
B 0.92100 0.92181 0.15216
C -1.46287 0.20681 0.40658
N -0.26084 0.91110 0.46747
H 2.04602 -1.32103 -1.19098
H 1.97137 1.32416 0.29180
H -1.82012 0.01574 -0.55718
H -1.43961 -0.79799 0.84422
H -2.20997 0.62219 0.99265
H 2.25501 -1.88279 -1.40672
*
```

Calculated values
SMILES = [H]/B=N/C.[H][H]
Kohn-Sham gap = 0.4010 hartree
relative energy (zero: lowest compared OMol25 entry of this formula, charge and spin) = 315.50 kJ/mol
maximum force = 0.1062 Eh/bohr
E_HOMO = -10.07 eV

List of natural (NBO) charges in e, atom by atom: B 0.6741; C -0.4092; N -0.7789; H -0.0124; H -0.0638; H 0.1965; H 0.1879; H 0.1940; H 0.0119

Computed, not measured: a structure of composition C10H31AgN6O8, with ωB97M-V with the def2-TZVPD basis set.

ORCA input file:
```
! RIJCOSX wB97M-V def2-TZVPD def2/J DEFGRID3
* xyz 1 2
Ag -0.58716 -0.07936 0.21188
C 1.41755 -4.50594 -2.63515
C 2.44096 -3.48858 -2.03775
C 2.97810 -2.73210 -3.25740
O 1.83615 -2.72631 -0.94314
H 0.41350 -4.10148 -2.50707
H 1.54563 -5.46028 -2.12432
H 1.35878 -4.67868 -3.70977
H 3.35572 -3.94852 -1.66389
H 3.60133 -1.89766 -2.93582
H 2.20378 -2.24918 -3.85348
H 3.57493 -3.36763 -3.91160
C 2.68361 0.65354 5.37939
C 2.15552 -0.02334 4.15911
O 0.80092 0.25192 3.89774
O 1.96279 0.31953 6.57648
H 2.60529 1.72810 5.21422
H 3.72312 0.33640 5.46276
H 2.34606 -1.08848 4.29049
H 2.79182 0.27725 3.32672
H 0.35622 0.36044 4.74158
H 2.29631 -0.51242 6.92032
C -1.84681 1.08912 -4.43101
C -2.29770 -0.39706 -4.20358
O -2.49708 -0.58249 -2.82182
O -0.60347 1.34801 -3.78998
H -2.66496 1.72774 -4.09801
H -1.48118 1.20726 -5.45104
H -1.60426 -1.20845 -4.42469
H -3.33479 -0.45432 -4.53414
H -3.24447 -1.18496 -2.81628
H -0.42334 2.14570 -4.29281
C -2.98176 -4.26925 2.15915
O -2.84366 -3.10851 1.92981
N -2.57133 -5.31566 1.51221
N -3.59161 -4.60583 3.24651
H -2.90153 -6.20540 1.85780
H -1.91879 -5.13463 0.76286
H -4.35407 -4.02568 3.56618
H -3.62302 -5.59478 3.44924
C 2.64075 4.15034 -0.28585
O 1.79282 3.30189 0.00487
N 3.77357 4.03226 -0.89116
N 2.60603 5.38940 0.12164
H 3.83781 3.22042 -1.48856
H 4.23509 4.90239 -1.11469
H 1.89649 5.56053 0.81975
H 3.42844 5.93912 -0.08221
C -3.15426 3.81059 0.59804
O -3.13543 2.63619 0.57809
N -3.86682 4.56882 -0.19839
N -2.42304 4.56833 1.33176
H -4.00072 5.55654 -0.03538
H -4.47567 4.07194 -0.83283
H -1.78145 4.22122 2.03031
H -2.45059 5.57205 1.22273
*
```

Calculated values
Kohn-Sham gap (alpha / beta) = 0.2744 / 0.2723 hartree
relative energy (zero: lowest compared OMol25 entry of this formula, charge and spin) = 0.00 kJ/mol
maximum force = 0.1224 Eh/bohr
E_HOMO (alpha / beta) = -11.89 / -11.89 eV

List of natural (NBO) charges in e, atom by atom: Ag 0.9823; C -0.6479; C 0.0107; C -0.6293; O -0.2732; H 0.2162; H 0.2202; H 0.2270; H 0.2270; H 0.2133; H 0.2097; H 0.2283; C -0.0938; C -0.0863; O -0.7340; O -0.7275; H 0.1823; H 0.1742; H 0.1498; H 0.1784; H 0.4859; H 0.4737; C -0.0967; C -0.0928; O -0.7446; O -0.7143; H 0.1773; H 0.1772; H 0.1828; H 0.1761; H 0.4729; H 0.4677; C 0.7441; O -0.6876; N -0.8187; N -0.8106; H 0.3962; H 0.4090; H 0.4071; H 0.3633; C 0.7539; O -0.7027; N -0.8026; N -0.8182; H 0.4017; H 0.3800; H 0.4087; H 0.3804; C 0.7527; O -0.6824; N -0.8317; N -0.8108; H 0.3881; H 0.4030; H 0.4035; H 0.3812

Computed, not measured: a structure of composition C21H25ClHfN2S, with ωB97M-V with the def2-TZVPD basis set.

ORCA input file:
```
! RIJCOSX wB97M-V def2-TZVPD def2/J DEFGRID3
* xyz 2 1
C 3.91357 3.86169 -0.79234
C 4.27565 3.76696 -2.26575
C 3.19071 5.15311 -0.43588
C 5.04753 3.51166 0.15889
Cl 2.55427 2.30955 -0.49564
H 3.84899 6.01495 -0.54810
H 2.84180 5.14902 0.60249
H 2.32792 5.32345 -1.08947
H 5.03799 4.49569 -2.53594
H 3.40523 3.96560 -2.89939
H 4.66484 2.77753 -2.51841
H 5.87145 4.21913 0.08639
H 5.44961 2.51925 -0.05773
H 4.70460 3.52468 1.19798
C -1.59267 0.37569 -1.52330
C -1.45779 1.47654 -0.59615
C -0.25394 2.18191 -0.94570
H -2.23432 1.83436 0.07729
C 0.31944 1.54646 -2.09950
C -0.48971 0.43035 -2.44710
H -0.31466 -0.23687 -3.29143
H -2.47305 -0.22590 -1.64240
H 0.05321 3.13832 -0.55098
H 1.15344 1.93986 -2.69350
C 1.26880 -0.74897 2.00213
C -0.15334 -0.57175 2.10203
C -0.45042 0.82256 1.88567
H -0.84777 -1.29866 2.49000
C 0.79802 1.48773 1.61423
C 1.85078 0.51308 1.70666
H 2.92587 0.74097 1.70025
H 1.81614 -1.68069 2.15262
H -1.39872 1.30881 2.11858
H 0.94981 2.55568 1.57153
Hf 0.34901 0.06967 -0.16307
N -3.07602 -1.44661 0.80306
C -2.15433 -2.25407 0.23968
N -0.90270 -1.93145 -0.17218
C -0.25130 -3.08275 -0.69303
C 1.05056 -3.14965 -1.18684
C 1.54746 -4.37643 -1.64002
C 0.71978 -5.50768 -1.58865
C -0.59104 -5.46453 -1.10267
C -1.06680 -4.24615 -0.65439
S -2.62971 -3.91891 0.02251
H -3.95424 -1.87242 1.04032
H -2.92370 -0.45362 0.96067
H 1.67045 -2.22924 -1.20769
H 2.56936 -4.45147 -2.02731
H 1.11157 -6.46118 -1.94444
H -1.25702 -6.34705 -1.05803
*
```

Calculated values
Kohn-Sham gap = 0.2559 hartree
relative energy (zero: lowest compared OMol25 entry of this formula, charge and spin) = 96.84 kJ/mol
maximum force = 0.0492 Eh/bohr
E_HOMO = -14.40 eV

List of natural (NBO) charges in e, atom by atom: C 0.3228; C -0.6875; C -0.6902; C -0.6875; Cl -0.2641; H 0.2693; H 0.2306; H 0.2293; H 0.2627; H 0.2259; H 0.2342; H 0.2621; H 0.2333; H 0.2288; C -0.3019; C -0.3737; C -0.3814; H 0.2761; C -0.2820; C -0.3438; H 0.2885; H 0.2765; H 0.2892; H 0.2963; C -0.3253; C -0.2933; C -0.3830; H 0.2766; C -0.3922; C -0.2894; H 0.2979; H 0.2875; H 0.2774; H 0.2912; Hf 2.0490; N -0.7755; C 0.3121; N -0.6803; C 0.1857; C -0.2574; C -0.1605; C -0.1879; C -0.1721; C -0.2488; S 0.4795; H 0.4354; H 0.4196; H 0.1863; H 0.2491; H 0.2507; H 0.2540

Computed, not measured: a cluster of 5 separate species, CH14N2O4 in total, with ωB97M-V with the def2-TZVPD basis set.

ORCA input file:
```
! RIJCOSX wB97M-V def2-TZVPD def2/J DEFGRID3
* xyz 0 1
N -1.97836 0.29872 0.70139
C -1.63448 0.02019 -0.67543
N -1.49328 1.26712 -1.47830
H -1.21160 0.64730 1.24914
H -2.80891 0.86493 0.73155
H -0.78905 -0.66936 -0.68140
H -2.45971 -0.48844 -1.17125
H -0.63921 1.39831 -2.00492
H -2.25454 1.24021 -2.13605
H 4.28368 0.04679 1.01186
H 2.80209 -0.10634 0.55819
O 3.59571 0.45262 0.47824
H 0.44507 -0.83442 1.69043
H 0.54748 0.08568 0.46387
O 1.03255 -0.19877 1.25040
H 1.82011 1.09687 -1.27041
H 2.43055 1.00494 -2.71197
O 1.68785 1.33813 -2.19159
H -1.47712 -2.29638 1.38855
H -1.16215 -2.76791 2.78970
O -0.73664 -2.40018 2.00801
*
```

Calculated values
SMILES = NCN.O.O.O.O
Kohn-Sham gap = 0.3669 hartree
relative energy (zero: lowest compared OMol25 entry of this formula, charge and spin) = 80.50 kJ/mol
maximum force = 0.0272 Eh/bohr
E_HOMO = -9.38 eV

List of natural (NBO) charges in e, atom by atom: N -0.8668; C -0.0764; N -0.8769; H 0.3700; H 0.3690; H 0.1650; H 0.1722; H 0.3904; H 0.3517; H 0.4711; H 0.4918; O -0.9756; H 0.5108; H 0.4613; O -0.9697; H 0.4797; H 0.4834; O -0.9597; H 0.4874; H 0.4800; O -0.9586

| no. | total energy (a.u.) |
| --- | --- |
| 1 | -346.87577 |
| 2 | -2888.45395 |
| 3 | -121.22423 |
| 4 | -1476.64859 |
| 5 | -1830.60847 |
| 6 | -456.94906 |